# 1
{"formula": "C19H16Cl2N2O4S", "method": "the ωB97M-V functional and the def2-TZVPD basis", "smiles": "CN1C(C(=O)N[C@H](C=O)Cc2ccccc2)=Cc2cc(Cl)c(Cl)cc2S1(=O)=O", "total_charge": 0, "e_lumo_ev": -0.483, "gap_ev": 8.214, "symbols": ["O", "O", "O", "O", "Cl", "Cl", "C", "C", "C", "C", "C", "C", "C", "C", "C", "C", "C", "C", "C", "C", "C", "C", "N", "N", "C", "C", "C", "S", "H", "H", "H", "H", "H", "H", "H", "H", "H", "H", "H", "H", "H", "H", "H", "H"], "coordinates": [[0.717870, 1.940007, 1.926733], [4.129219, 1.967098, -1.356012], [-1.900797, -0.006565, -2.469721], [-3.322429, -1.561410, -1.225477], [-6.032926, 4.960139, -0.204111], [-7.174883, 2.534873, -2.031710], [0.460608, 1.266192, 0.931041], [3.307063, 2.033010, -0.510008], [-1.748654, 2.074836, 0.369167], [-0.975453, 0.929417, 0.548534], [2.445628, -4.261260, 1.045066], [2.429767, -3.811526, -0.342447], [2.835925, -3.506272, 2.182070], [-3.826382, 3.408486, -0.163995], [2.912886, -2.484267, -0.508103], [3.456846, -2.210929, 1.943996], [-4.921776, 1.305081, -1.576719], [-5.100963, 3.531288, -0.702181], [-5.628722, 2.514826, -1.448850], [-3.108283, 2.239246, -0.250088], [3.361846, -1.664835, 0.617547], [-3.683272, 1.130247, -0.988593], [1.462961, 0.621127, 0.276113], [-1.513842, -0.323727, 0.054262], [-0.740861, -1.654016, 0.109112], [3.868186, -0.227729, 0.211339], [2.898342, 0.912750, 0.536757], [-2.678131, -0.314389, -1.251591], [2.957695, 3.046103, -0.314959], [-1.282529, 3.015321, 0.572848], [1.994985, -5.270380, 1.232262], [2.105291, -4.474630, -1.152620], [2.769850, -3.826123, 3.197545], [-3.404903, 4.307037, 0.331928], [2.926433, -2.116279, -1.607419], [3.852225, -1.618204, 2.732317], [-5.416761, 0.518970, -2.059891], [1.253480, -0.062483, -0.464881], [-0.161922, -1.730375, -0.788553], [-1.447904, -2.514674, 0.141470], [-0.131117, -1.754630, 1.056704], [4.734371, 0.104142, 0.756648], [4.222185, -0.199185, -0.818984], [3.098847, 1.233696, 1.463455]], "atomic_forces_ev_per_a": [[-0.6, 0.3, -1.2], [1.0, -1.1, -1.4], [-1.3, -0.2, 1.9], [-1.4, -1.2, 0.5], [0.5, -0.9, -0.7], [-2.0, 0.3, -0.9], [0.6, -1.5, 2.0], [-0.3, 1.1, 2.5], [0.1, -1.1, -0.3], [-2.6, 1.4, -2.4], [-1.2, -0.7, -0.3], [1.3, 1.4, 3.2], [1.4, 1.9, -2.8], [0.4, 1.2, 0.4], [-0.4, -0.3, -0.5], [-2.3, -1.2, -2.7], [0.9, 0.6, 0.8], [0.1, 1.1, 0.9], [1.3, -1.2, 0.7], [1.3, -2.6, -0.3], [0.9, -0.5, -1.0], [0.3, 1.5, 1.3], [0.5, -0.4, -0.7], [0.3, -0.1, 0.6], [-1.1, 0.5, 1.3], [-0.8, -1.5, 0.9], [-0.8, -1.1, -5.9], [4.2, 2.1, -1.9], [-1.1, 0.3, 0.3], [0.3, 0.3, 0.5], [0.6, 1.0, -0.1], [0.2, 0.5, 0.4], [-0.1, -0.6, 0.3], [-0.3, -0.9, -0.2], [0.1, -0.1, 2.2], [0.2, 0.4, 0.6], [-0.5, -1.1, -0.8], [0.2, 0.8, 0.6], [0.6, -0.2, -0.3], [0.3, 0.9, -0.1], [-0.5, 0.6, -1.2], [0.7, -0.5, 0.5], [-0.5, -0.2, -0.1], [-0.1, 1.4, 3.5]], "nbo_charge": [-0.606, -0.501, -0.927, -0.905, 0.019, 0.091, 0.638, 0.444, -0.218, 0.116, -0.216, -0.222, -0.213, -0.199, -0.225, -0.203, -0.194, -0.008, -0.112, -0.054, -0.026, -0.228, -0.611, -0.664, -0.430, -0.445, -0.125, 2.275, 0.118, 0.231, 0.213, 0.232, 0.223, 0.245, 0.221, 0.216, 0.243, 0.417, 0.202, 0.244, 0.240, 0.226, 0.245, 0.230]}

# 2
{"formula": "C19H16Cl2N4O4PtS", "method": "the ωB97M-V functional and the def2-TZVPD basis", "relative_energy_kcal_mol": 689.7, "spin_multiplicity": 5, "s2": 6.084, "total_charge": 0, "e_lumo_ev": [-0.204, -1.773], "gap_ev": [6.653, 5.838], "symbols": ["Pt", "O", "C", "O", "C", "C", "C", "C", "C", "N", "H", "H", "H", "H", "O", "N", "C", "C", "C", "C", "C", "S", "H", "H", "H", "H", "Cl", "C", "C", "C", "C", "C", "Cl", "C", "N", "H", "H", "H", "C", "C", "N", "O", "H", "H", "H", "H", "H"], "coordinates": [[-0.096718, -0.048172, 0.273405], [1.695429, 0.471573, 4.135114], [1.045969, 0.341684, 3.108328], [1.447384, 0.592650, 1.921335], [-0.405958, -0.136969, 3.238381], [-0.816364, -0.871226, 4.341037], [-2.125383, -1.315816, 4.394409], [-3.003765, -0.956006, 3.379680], [-2.528523, -0.197174, 2.328929], [-1.249639, 0.178837, 2.255118], [-0.091909, -1.085026, 5.113516], [-2.460002, -1.938408, 5.213156], [-4.041499, -1.257774, 3.396174], [-3.174623, 0.142650, 1.528071], [-1.611893, -0.081642, -1.587721], [-2.310810, -1.206353, -1.578214], [-3.437618, -1.218707, -2.330036], [-4.247814, -2.314074, -2.413762], [-3.902395, -3.462366, -1.695160], [-2.769939, -3.438469, -0.925500], [-1.954227, -2.294134, -0.840228], [-0.598454, -2.336742, 0.231223], [-3.637816, -0.295063, -2.850677], [-5.134848, -2.278401, -3.027404], [-4.522287, -4.346222, -1.741360], [-2.464423, -4.290421, -0.337124], [0.359317, 2.835828, -0.486251], [1.662662, 3.183935, -0.536157], [2.904192, 3.629607, -0.566425], [3.469649, 3.860447, -1.832889], [3.012814, 3.196962, -2.999048], [2.267131, 1.992096, -3.083013], [1.775740, 1.461489, -4.664387], [1.947921, 0.985957, -2.095608], [1.675386, 0.066296, -1.423926], [3.386974, 3.927366, 0.355028], [4.250494, 4.604158, -1.909826], [3.294413, 3.624072, -3.952317], [-0.234808, 3.764324, 0.314510], [-0.124724, 3.061793, -1.718353], [-0.678366, 2.947131, -2.894157], [0.221056, 1.687069, -0.075792], [-0.970216, 5.202051, -1.073723], [-0.705177, 4.835891, -0.156267], [-0.550133, 3.821195, 1.343731], [-0.967774, 3.713437, -3.477264], [-0.911574, 2.007050, -3.200286]], "atomic_forces_ev_per_a": [[-1.2, -8.1, 1.8], [-0.2, -0.1, 0.2], [0.2, 0.1, -0.1], [-0.5, -0.4, -0.3], [0.1, 0.1, 0.1], [-0.1, 0.0, 0.0], [0.1, 0.0, 0.0], [-0.1, 0.1, 0.0], [0.0, 0.1, 0.2], [0.0, -0.1, -0.3], [0.0, 0.0, 0.0], [0.0, 0.0, 0.0], [0.0, 0.0, 0.0], [0.0, -0.1, -0.1], [0.2, 0.0, 0.3], [-0.2, -0.1, 0.0], [-0.2, -0.1, -0.1], [0.0, 0.0, 0.0], [0.1, 0.0, 0.0], [-0.2, 0.1, -0.2], [0.1, -0.1, 0.3], [0.0, 0.0, -0.1], [0.1, 0.0, 0.0], [0.0, 0.1, 0.0], [0.0, 0.0, 0.0], [0.0, 0.0, 0.0], [-0.7, 6.7, -3.1], [15.6, 3.0, -0.8], [0.7, 0.6, -0.5], [0.0, -0.7, -0.7], [-0.4, -1.0, 0.8], [0.8, 0.7, 0.1], [0.1, 0.0, 0.0], [0.3, -0.9, 0.1], [0.7, 1.5, -1.5], [0.1, 0.1, 0.0], [0.1, -0.1, -0.2], [0.0, -0.1, -0.1], [-9.3, 12.3, 11.2], [-5.3, 3.4, -15.3], [0.0, -0.9, -0.4], [-1.8, -15.6, 8.6], [-0.1, 0.4, 0.3], [0.6, -0.4, -0.6], [0.1, -0.7, 0.2], [-0.1, 0.2, 0.3], [0.2, 0.2, -0.3]], "nbo_charge": [1.115, -0.652, 0.733, -0.749, 0.115, -0.211, -0.154, -0.255, 0.047, -0.467, 0.251, 0.220, 0.222, 0.204, -0.648, 0.010, 0.020, -0.269, -0.179, -0.227, 0.030, -0.203, 0.226, 0.229, 0.224, 0.237, 2.118, -0.405, -0.261, -0.165, -0.214, -0.166, 0.040, 0.263, -0.336, 0.247, 0.222, 0.235, -0.739, -0.300, -0.746, -0.845, 0.033, 0.079, 0.257, 0.403, 0.413]}